(1)
13
Properties=species:S:1:pos:R:3:forces:R:3 method="wB97M-V/def2-TZVPD" orbital_gap_ha="0.337 / 0.319" homo_ha="-0.6654 / -0.6730" spin_multiplicity=6 total_charge=+2 e_tot_ev=-46594.84040 relative_energy_kcal_mol=0.00
Mn 0.232265 -1.642301 0.759942 0.072 -0.709 -0.554
F 1.440207 0.476677 -0.732560 -0.536 -0.422 0.516
O -0.942461 -5.146077 -1.716266 0.792 2.262 0.955
O -0.485161 2.480976 0.411483 0.127 0.092 0.084
O 0.928983 1.174093 1.346368 0.342 -0.724 0.249
O -0.159738 -3.199710 -0.730542 0.798 2.339 1.471
C -0.560950 -4.163649 -1.234368 -1.531 -4.373 -1.992
C -0.751589 1.177516 -0.191309 -0.420 -0.247 -0.095
C 0.437647 0.351015 0.242241 0.300 1.122 -0.327
C 0.469209 2.402293 1.280682 0.068 0.355 -0.679
Li 1.912470 3.967528 1.615613 -0.154 0.160 0.248
H -0.819537 1.295899 -1.276894 0.029 0.021 0.255
H -1.701345 0.825740 0.225611 0.114 0.123 -0.133

=====

(2)
82
Properties=species:S:1:pos:R:3:forces:R:3 method="wB97M-V/def2-TZVPD" orbital_gap_ha="0.215 / 0.211" homo_ha="-0.4379 / -0.4380" total_charge=+2 e_tot_ev=-197153.71504 relative_energy_kcal_mol=25.60
W 13.106478 11.117795 12.021663 -0.060 -1.375 0.327
Te 14.374119 7.386726 5.365310 0.027 0.090 -0.093
Te 11.714445 7.233496 4.657370 0.237 0.136 -0.160
Se 13.292212 8.105033 7.582979 0.436 0.348 0.041
Se 11.638256 6.547531 7.087373 -0.657 -0.537 0.382
S 14.191343 12.812744 13.325786 -0.027 0.302 -0.125
N 11.580582 11.423429 10.971803 0.033 0.836 -0.005
N 13.505290 9.010992 11.930025 2.253 1.597 -2.064
N 12.774233 10.906077 14.129296 -0.298 -0.155 0.560
N 15.063009 10.451436 11.113673 0.521 -0.030 -0.324
N 15.581788 8.127615 11.057379 -1.609 1.054 0.145
C 12.918621 15.841221 8.882120 1.238 0.128 0.629
C 7.401931 10.652376 9.969440 0.259 0.545 -0.153
C 15.039122 6.787564 11.142682 0.134 -0.416 -0.179
C 13.408965 11.961062 14.648937 0.673 1.446 0.755
C 14.125528 6.666740 12.327778 -1.314 0.274 0.488
C 13.200009 11.565118 9.218981 -0.670 -0.197 0.191
C 16.444423 10.722374 11.686751 -0.363 1.495 -0.266
C 12.979644 7.715310 12.240086 -0.356 -1.250 0.118
C 12.096208 10.298600 16.352416 0.123 0.977 -0.562
C 9.209398 12.249726 10.735287 0.207 0.789 0.711
C 8.488797 10.134290 12.687805 -0.187 -0.359 0.532
C 8.319586 9.481487 10.264396 -0.649 -0.954 -0.030
C 14.695593 9.081937 11.278947 -0.862 -0.285 1.866
C 13.974173 13.648347 8.354862 0.160 0.058 -0.412
C 9.773825 9.952559 10.063161 0.540 -0.160 -1.262
C 12.612613 11.527395 16.844432 0.199 -0.740 -0.497
C 8.057677 9.006478 11.712068 2.352 0.866 -0.004
C 13.375661 12.327254 16.020258 -0.739 -1.282 -1.147
C 10.133055 11.068521 11.044021 0.176 0.057 -0.258
C 14.096198 12.268686 8.423175 0.217 0.627 0.026
C 9.971823 10.514084 12.455582 -1.776 0.795 0.331
C 12.274440 12.263984 10.017794 0.037 -0.679 -0.440
C 17.414466 9.575895 11.477567 1.013 -0.142 1.576
C 13.072719 14.365684 9.112894 -1.183 -0.281 0.108
C 7.764135 11.810464 10.954741 -0.972 -0.248 -0.310
C 15.322088 11.622680 7.872587 -0.237 -0.130 -0.342
C 16.883039 8.526336 10.569993 0.369 -0.891 -0.884
C 12.154200 10.071019 14.986908 -0.919 -0.911 0.505
C 7.589077 11.341004 12.420398 -0.003 0.320 0.703
C 12.216150 13.652689 9.938499 0.159 0.623 0.416
H 16.277716 10.949196 12.734286 0.103 -0.121 0.161
H 8.647028 8.112019 11.885572 0.147 -0.312 0.211
H 12.410219 7.782184 13.179975 0.217 -0.156 -0.358
H 18.415011 9.934298 11.173625 -0.558 -0.183 0.039
H 12.076254 16.317947 9.382046 0.183 -0.171 0.134
H 16.101369 11.890613 8.593983 0.425 -0.248 -0.474
H 15.592943 11.898920 6.850336 0.062 0.405 0.299
H 14.716959 6.785612 13.253474 -0.369 -0.088 -0.319
H 13.111434 10.466162 9.207315 0.221 0.532 -0.138
H 9.307962 12.631565 9.717647 0.272 -0.387 -0.205
H 11.560345 14.259696 10.529869 -0.525 -0.211 0.454
H 16.790603 8.898570 9.554507 0.086 -0.159 -0.409
H 13.857887 13.183530 16.426576 0.307 0.666 -0.205
H 15.172779 10.558292 7.819123 0.144 -0.721 0.196
H 8.115958 8.620694 9.569558 0.217 0.827 0.492
H 10.472976 9.124022 10.220493 -0.009 -0.117 -0.024
H 8.297985 9.819023 13.759591 0.492 0.187 -1.107
H 17.518518 7.628695 10.587798 -0.159 0.392 -0.216
H 12.431933 11.868477 17.849908 0.040 -0.297 0.314
H 10.549992 9.622548 12.581881 0.725 -0.565 -0.012
H 9.449108 13.133327 11.362289 -0.120 -0.510 0.067
H 11.581293 9.236090 14.553703 0.583 0.391 0.206
H 10.277800 11.286243 13.179353 -0.055 -0.215 -0.067
H 7.108051 12.657652 10.698902 0.177 -0.191 0.386
H 17.534874 9.046708 12.449035 0.206 0.543 -0.420
H 7.590810 10.927784 8.919744 -0.200 0.372 0.284
H 14.538306 14.242002 7.647607 0.544 -0.284 -0.030
H 6.334135 10.409708 10.043258 0.282 -0.105 0.134
H 7.053096 8.775367 11.918791 -1.436 -0.349 -0.125
H 6.573882 10.990388 12.711850 0.342 0.651 -0.600
H 16.791528 11.689840 11.251229 -0.318 -0.810 0.104
H 11.608484 9.595836 17.007020 -0.194 -0.008 -0.033
H 13.636187 5.679324 12.314297 0.436 0.271 0.164
H 9.924409 10.300047 8.986558 -0.217 -0.357 1.263
H 15.820498 6.080788 11.297275 0.881 -0.424 -0.201
H 13.877703 16.381331 9.085776 -0.852 -0.345 0.134
H 15.044792 10.722151 10.123254 0.102 -0.218 0.341
H 12.790987 15.925795 7.831876 -0.352 0.420 -1.081
H 14.567683 6.598542 10.185622 -0.308 -0.378 -0.146
H 12.275817 7.385339 11.435554 0.372 0.363 0.577
H 7.880032 12.149822 13.143176 -0.376 -0.432 -0.682

=====

(3)
14
Properties=species:S:1:pos:R:3:forces:R:3 method="wB97M-V/def2-TZVPD" smiles="C[C@@H]1C=CCO1" orbital_gap_ha=0.375 homo_ha=-0.3340 e_tot_ev=-7361.14415 relative_energy_kcal_mol=25.62
O 0.363264 -0.304245 -1.199477 0.004 0.016 -0.095
C 0.349654 -1.344223 0.875918 -0.074 0.119 -0.007
C -0.397941 1.818810 -0.248752 -0.023 0.036 0.010
C 1.070346 -1.273731 -0.440008 0.145 -0.223 0.102
C -0.628827 -0.451005 0.888362 0.079 -0.136 -0.001
C -0.659411 0.310635 -0.411628 -0.179 0.092 0.165
H -1.327630 -0.264656 1.696777 0.105 0.002 -0.098
H -0.591210 2.150574 0.777833 -0.015 -0.058 -0.171
H -1.621325 0.156870 -0.925209 0.165 0.025 0.068
H 0.652474 2.018995 -0.479736 -0.143 -0.027 0.074
H 0.622520 -2.027471 1.673693 -0.046 0.119 -0.124
H -1.020168 2.417284 -0.921425 0.143 -0.099 0.061
H 1.066684 -2.235565 -0.973750 -0.030 0.155 0.056
H 2.121570 -0.972269 -0.312598 -0.131 -0.019 -0.042

=====

(4)
9
Properties=species:S:1:pos:R:3:forces:R:3 method="wB97M-V/def2-TZVPD" orbital_gap_ha=0.419 homo_ha=-0.5963 total_charge=+1 e_tot_ev=-5126.19039 relative_energy_kcal_mol=19.75
N 0.960711 -0.101408 0.259547 -1.655 -0.920 2.198
N -0.958778 -0.089504 -0.007235 -0.971 -0.862 2.579
C -0.143287 -0.633654 0.904097 2.219 2.224 -2.047
C 0.119680 0.503854 -0.699879 -0.491 4.473 -1.058
H -1.925575 -0.159616 -0.197400 -1.031 0.107 0.068
H -0.134784 -1.078852 1.896427 -0.682 -0.473 -0.444
H 0.098128 0.104475 -1.654645 0.830 -0.656 -2.165
H 1.909451 -0.332967 0.318676 1.491 -0.027 0.062
H 0.074453 1.787673 -0.819588 0.291 -3.867 0.807

=====

(5)
55
Properties=species:S:1:pos:R:3:forces:R:3 method="wB97M-V/def2-TZVPD" smiles="COc1ccccc1NS(=O)(=O)c1ccc(N2CCOCC2)c(NC(=O)c2ccco2)c1" orbital_gap_ha=0.311 homo_ha=-0.2991 e_tot_ev=-50776.75613 relative_energy_kcal_mol=71.72
S -2.652687 1.684281 1.294475 -0.190 -0.209 0.190
O 3.777837 -2.468437 -0.195339 -0.145 0.447 -0.020
O -5.015553 -1.745339 0.457314 0.380 0.418 -0.131
O -3.348166 2.742279 0.620388 0.286 -0.221 -0.210
O 0.543258 -2.263016 1.297375 0.011 -0.109 0.006
O -2.682482 1.655738 2.726302 0.109 -0.290 -0.009
O 5.842104 1.905946 -0.804053 0.107 0.108 0.026
N 1.864722 -0.662225 0.319480 0.333 0.048 -0.141
N 3.069062 1.638978 -0.372483 -0.012 -0.043 -0.125
N -3.211252 0.187110 0.813527 0.213 0.592 0.627
C 1.093547 0.492849 0.390830 -0.326 0.252 0.118
C -0.234060 0.493417 0.795410 0.102 -0.207 0.072
C -4.960862 -1.448008 -1.970218 -0.070 -0.090 0.162
C 2.711490 -4.230790 0.666272 -0.246 0.918 -0.082
C -3.117697 0.586867 -1.568384 -0.141 -0.156 -0.037
C 3.574692 2.621963 -1.312899 0.329 -0.185 -0.229
C 0.943742 2.856625 -0.089294 0.081 -0.177 0.096
C 4.913604 2.100621 -1.845089 -0.256 0.217 -0.178
C -5.955762 -2.782876 0.327505 -0.190 -0.218 0.025
C -0.390855 2.843428 0.283251 -0.217 0.129 0.000
C -3.528816 0.265150 -2.852814 -0.007 -0.016 -0.066
C 1.561718 -1.929730 0.728382 0.148 0.327 -0.100
C -4.443015 -0.748999 -3.052249 0.048 0.060 -0.067
C -3.627956 -0.099121 -0.479476 -0.152 -0.124 -0.682
C 3.963560 -4.656981 0.174043 0.352 0.403 -0.245
C 4.564009 -3.545384 -0.335345 0.158 -0.803 0.092
C 4.012843 1.486296 0.729976 0.429 -0.068 0.018
C 2.639457 -2.883970 0.418921 -0.245 -1.242 0.367
C -4.565512 -1.130517 -0.682656 0.124 0.122 0.127
C 5.345462 1.002013 0.154782 -0.171 -0.056 0.332
C 1.708377 1.698808 -0.015202 -0.251 -0.041 0.097
C -0.954054 1.670004 0.739895 -0.417 0.087 0.022
H -2.411734 1.383208 -1.399614 0.066 0.063 -0.117
H 6.103996 0.938383 0.936354 -0.077 -0.056 -0.011
H -0.701830 -0.416953 1.128824 0.018 -0.111 -0.030
H 4.744592 1.152321 -2.378179 -0.014 0.098 0.018
H -3.665827 -0.348131 1.536741 0.041 0.104 0.303
H 2.866850 2.730193 -2.135645 0.023 0.044 -0.001
H 5.516262 -3.398367 -0.806336 0.093 0.127 -0.073
H -1.000011 3.731237 0.232605 -0.012 0.160 -0.054
H 4.361937 -5.650075 0.195765 0.148 -0.179 -0.030
H -3.129460 0.811209 -3.693410 0.037 0.054 -0.073
H 5.209062 0.008913 -0.302209 -0.003 0.058 0.072
H -6.168687 -3.114681 1.342558 -0.023 -0.017 -0.097
H -5.678172 -2.233797 -2.146677 -0.060 -0.077 0.046
H 1.393054 3.778171 -0.424051 0.068 0.082 -0.033
H 3.631339 0.773674 1.461179 0.016 0.003 -0.009
H 3.740741 3.602409 -0.839971 -0.071 -0.022 -0.027
H -4.765537 -1.006028 -4.049640 -0.024 -0.018 -0.082
H 4.172671 2.452025 1.235563 -0.053 -0.076 0.015
H -6.881198 -2.430896 -0.139444 0.057 -0.004 0.009
H 2.738223 -0.532215 -0.178096 -0.106 -0.053 0.012
H 1.956026 -4.821812 1.140262 -0.212 -0.058 0.112
H 5.366702 2.822834 -2.525532 -0.071 -0.046 -0.013
H -5.551689 -3.620848 -0.249391 -0.012 0.053 0.013

=====

(6)
63
Properties=species:S:1:pos:R:3:forces:R:3 method="wB97M-V/def2-TZVPD" smiles=CCCC[N@+]12[C@H](O)[C@@H](CC)[C@@H]3C[C@H]1[C@@H]1N(C)c4ccccc4[C@]14C[C@H]2[C@H]3[C@@H]4O orbital_gap_ha=0.321 homo_ha=-0.3968 total_charge=+1 e_tot_ev=-32526.39510 relative_energy_kcal_mol=0.00
O -3.206949 -1.597566 -0.013027 -0.239 -0.192 -0.133
O 2.043698 -1.333159 -2.397601 0.130 0.193 -0.484
N 0.771979 -0.538931 -0.552374 0.299 0.005 -0.244
N -1.211447 2.098467 -0.544537 0.085 -0.157 0.109
C -3.839468 2.846406 2.598277 -0.068 0.026 0.150
C 2.788028 0.634463 0.525421 -0.137 0.088 0.009
C 3.505394 1.989855 0.562837 0.054 -0.177 -0.129
C -2.108771 2.502573 0.468636 -0.204 -0.117 0.293
C -3.453857 3.922765 1.819171 -0.049 0.000 0.045
C 1.839825 -3.957946 1.059434 -0.082 -0.086 -0.151
C -0.379625 0.148990 1.522591 -0.028 -0.045 -0.279
C -0.851487 -2.018117 0.569742 -0.223 -0.246 -0.078
C -0.728744 -2.594392 -0.841811 -0.064 -0.133 -0.168
C 1.332701 -4.169241 -0.363248 0.035 0.206 0.008
C -1.078554 -1.509672 -1.861238 -0.083 -0.152 0.019
C 4.232168 2.329372 -0.732898 -0.098 0.045 0.205
C 1.662084 0.660544 -0.504639 0.705 0.610 0.133
C -2.498417 1.413909 1.262893 0.081 -0.065 -0.353
C -2.586040 3.768656 0.745447 0.092 0.009 -0.138
C -2.175339 -1.236177 0.861331 0.330 0.439 0.394
C -3.347848 1.573848 2.331783 0.019 0.057 -0.095
C -1.715081 0.229534 0.776914 -0.094 0.000 0.085
C 1.566712 -1.704279 -1.162383 0.226 -0.552 0.114
C -1.203588 2.869074 -1.770013 -0.024 0.003 0.015
C -0.414791 -0.201176 -1.408075 -0.611 0.299 -0.648
C -1.456152 0.659824 -0.677413 -0.036 0.002 0.051
C 0.723602 -2.992129 -1.152763 -0.214 -0.171 0.107
C 0.285313 -0.993794 0.781870 -0.102 -0.208 0.882
H -3.838735 4.905477 2.042772 -0.049 0.095 0.023
H 2.620901 -3.202638 1.110028 0.095 0.094 0.077
H -2.157727 -1.392165 -1.912600 0.142 0.121 -0.079
H -3.636501 0.732700 2.944067 -0.043 -0.104 0.104
H 2.785524 2.776440 0.797520 -0.024 0.032 0.106
H 3.537108 2.530199 -1.543931 -0.029 0.026 -0.157
H -2.396368 0.525511 -1.243262 0.145 -0.046 0.074
H 1.029277 1.533771 -0.337343 -0.034 -0.137 -0.051
H 2.279267 -4.892030 1.400568 0.064 -0.021 0.099
H 2.445594 -1.805016 -0.519155 -0.215 0.112 0.005
H -2.161455 2.818744 -2.301680 -0.042 0.003 -0.013
H -1.393242 -3.450419 -0.956022 0.045 -0.007 -0.028
H -0.551886 -0.131978 2.562057 0.014 -0.043 0.027
H -2.305164 4.623269 0.151672 0.027 0.109 -0.084
H 2.107051 0.738367 -1.498644 -0.240 0.001 0.071
H 2.402470 0.430017 1.524420 -0.018 -0.098 0.025
H -4.049414 -1.298346 0.344755 -0.002 -0.005 0.016
H -0.988185 3.907236 -1.530552 0.033 0.038 -0.097
H 0.707633 -3.359060 -2.187810 0.003 0.179 0.074
H -4.520808 2.994324 3.420624 -0.077 0.039 0.084
H 4.840015 3.218238 -0.590594 0.066 0.084 -0.079
H 1.445262 -1.591466 -3.110842 0.027 -0.079 0.157
H 2.175418 -4.538059 -0.952361 -0.055 -0.081 -0.042
H -0.415964 2.507302 -2.430085 0.028 0.054 -0.026
H -0.767454 -2.832839 1.287654 0.112 0.078 -0.004
H 1.048132 -3.702755 1.756718 -0.035 0.056 0.126
H 3.522357 -0.132818 0.275294 0.021 -0.098 0.061
H 0.159915 1.089818 1.512265 0.074 0.049 0.043
H -0.742293 -1.804758 -2.857149 0.044 0.002 -0.011
H 4.232600 1.958313 1.375161 -0.070 0.035 0.057
H 0.581282 -4.960630 -0.349987 0.018 -0.072 -0.102
H 1.133140 -1.419561 1.315642 0.036 0.024 -0.142
H -2.472735 -1.445761 1.898161 0.047 0.041 -0.091
H -0.039347 0.353543 -2.271951 0.090 -0.078 0.150
H 4.888987 1.515331 -1.029739 0.099 -0.087 -0.088